1.
22
Properties=species:S:1:pos:R:3:mulliken_charge:R:1 method="wB97M-V/def2-TZVPD" relative_energy_kcal_mol=4.8 lumo_energy_ev=0.64 e_homo_ev=-8.80 homo_lumo_gap_ev=9.433 smiles=ClCCCSSCCCCl charge=0
C 1.63 -2.10 0.26 -0.518
C 0.54 -1.71 1.30 -0.151
C 0.99 -0.65 2.38 -0.841
C -0.39 1.93 -0.39 -0.485
C -1.47 0.98 -0.93 -0.168
C -1.51 0.93 -2.44 -0.579
H 2.60 -2.02 0.76 0.301
H 1.56 -3.11 -0.11 0.377
H 0.21 -2.62 1.83 0.352
H -0.35 -1.28 0.76 -0.125
H 1.84 -1.04 2.96 0.392
H 0.19 -0.55 3.14 0.395
H -0.74 2.91 -0.77 0.378
H 0.59 1.66 -0.85 0.303
H -2.45 1.27 -0.54 0.388
H -1.32 -0.04 -0.57 -0.072
H -0.50 0.73 -2.86 0.244
H -2.26 0.23 -2.77 0.399
S 1.48 1.05 1.82 -0.077
S -0.32 1.98 1.36 -0.112
Cl 1.69 -1.05 -1.18 -0.173
Cl -2.03 2.50 -3.16 -0.228



2.
70
Properties=species:S:1:pos:R:3:mulliken_charge:R:1 method="wB97M-V/def2-TZVPD" relative_energy_kcal_mol=0.0 lumo_energy_ev=-3.20 e_homo_ev=-10.70 homo_lumo_gap_ev=7.502 charge=+1
Sn -15.18 0.55 -8.85 0.767
C -10.89 3.22 -9.58 -1.692
C -11.53 3.05 -8.22 0.766
C -12.69 4.05 -8.02 -0.953
C -11.97 1.62 -7.94 0.396
C -11.86 0.60 -8.87 -0.180
C -12.26 -0.70 -8.59 -0.961
C -12.79 -1.06 -7.34 0.738
C -13.26 -2.44 -7.04 -1.516
C -12.88 -0.04 -6.39 -0.772
C -12.48 1.25 -6.66 -0.486
H -10.63 4.27 -9.76 0.413
H -11.58 2.91 -10.38 0.270
H -9.97 2.65 -9.67 0.415
H -10.80 3.30 -7.43 0.326
H -13.50 3.85 -8.74 -0.076
H -12.35 5.09 -8.15 0.477
H -13.07 3.99 -7.00 0.331
H -11.45 0.80 -9.85 0.346
H -12.12 -1.49 -9.33 0.356
H -12.45 -3.11 -6.67 0.317
H -13.63 -2.90 -7.95 0.352
H -14.06 -2.45 -6.30 0.365
H -13.34 -0.27 -5.44 0.369
H -12.60 2.03 -5.94 0.495
O -18.95 5.83 -7.85 -0.539
C -18.28 4.69 -7.94 0.912
C -16.93 4.51 -7.63 -0.548
C -16.36 3.28 -7.86 -0.449
N -17.01 2.23 -8.36 -0.070
C -18.32 2.40 -8.60 -0.161
Br -19.31 0.97 -9.32 -0.054
C -18.99 3.57 -8.41 -0.486
H -18.43 6.56 -7.47 0.326
H -16.32 5.34 -7.27 0.375
H -15.33 3.13 -7.64 0.392
H -20.03 3.66 -8.70 0.461
C -17.81 4.69 -11.67 -0.626
C -16.52 4.57 -11.21 -0.408
C -15.88 3.34 -11.30 -0.408
C -16.52 2.20 -11.80 0.618
C -17.83 2.35 -12.28 -0.518
C -18.46 3.59 -12.23 -0.608
P -15.59 0.63 -11.77 0.319
C -15.25 0.25 -13.49 0.573
C -14.74 -1.03 -13.81 -0.367
C -14.63 -1.42 -15.13 -0.676
C -14.99 -0.55 -16.14 -0.476
C -15.43 0.73 -15.86 -0.766
C -15.54 1.14 -14.53 -0.501
C -16.63 -0.73 -11.11 0.733
C -17.52 -1.49 -11.82 -0.295
C -18.28 -2.45 -11.14 -0.624
C -18.14 -2.63 -9.78 -0.732
C -17.21 -1.87 -9.07 -0.565
C -16.45 -0.91 -9.73 -0.518
H -18.33 5.65 -11.65 0.428
H -15.96 5.42 -10.82 0.461
H -14.85 3.21 -10.97 0.295
H -18.35 1.52 -12.71 0.471
H -19.47 3.67 -12.63 0.417
H -14.49 -1.73 -13.00 0.400
H -14.22 -2.40 -15.40 0.380
H -14.87 -0.86 -17.16 0.404
H -15.70 1.39 -16.67 0.401
H -15.93 2.11 -14.31 0.441
H -17.63 -1.39 -12.89 0.478
H -18.95 -3.10 -11.71 0.410
H -18.78 -3.38 -9.26 0.374
H -17.11 -2.05 -8.01 0.462



3.
21
Properties=species:S:1:pos:R:3:mulliken_charge:R:1 method="wB97M-V/def2-TZVPD" relative_energy_kcal_mol=0.0 lumo_energy_ev=-0.05 e_homo_ev=-9.91 homo_lumo_gap_ev=9.861 charge=0
C 0.79 -0.66 0.00 -0.589
C 3.40 -0.52 -0.54 -0.236
C 1.88 -0.17 -0.56 0.399
C -1.84 -1.26 1.22 -1.211
C -1.78 0.21 -1.56 -0.892
C -0.93 1.72 0.90 -0.984
Si -0.96 0.01 0.08 0.260
Cl 3.55 -2.15 0.09 -0.141
Cl 1.68 1.25 -1.62 -0.205
Br 4.44 0.78 0.61 -0.088
H 0.87 -1.48 0.72 0.356
H 3.77 -0.23 -1.50 0.417
H -1.47 -2.24 0.84 0.287
H -1.66 -1.20 2.22 0.411
H -2.91 -1.26 1.18 0.354
H -2.71 0.63 -1.17 0.258
H -1.34 0.97 -2.27 0.276
H -2.21 -0.66 -2.03 0.380
H -1.87 2.21 1.14 0.392
H -0.43 1.50 1.87 0.301
H -0.26 2.54 0.39 0.254



What did the second record say?
70
Properties=species:S:1:pos:R:3:mulliken_charge:R:1 method="wB97M-V/def2-TZVPD" relative_energy_kcal_mol=0.0 lumo_energy_ev=-3.20 e_homo_ev=-10.70 homo_lumo_gap_ev=7.502 charge=+1
Sn -15.18 0.55 -8.85 0.767
C -10.89 3.22 -9.58 -1.692
C -11.53 3.05 -8.22 0.766
C -12.69 4.05 -8.02 -0.953
C -11.97 1.62 -7.94 0.396
C -11.86 0.60 -8.87 -0.180
C -12.26 -0.70 -8.59 -0.961
C -12.79 -1.06 -7.34 0.738
C -13.26 -2.44 -7.04 -1.516
C -12.88 -0.04 -6.39 -0.772
C -12.48 1.25 -6.66 -0.486
H -10.63 4.27 -9.76 0.413
H -11.58 2.91 -10.38 0.270
H -9.97 2.65 -9.67 0.415
H -10.80 3.30 -7.43 0.326
H -13.50 3.85 -8.74 -0.076
H -12.35 5.09 -8.15 0.477
H -13.07 3.99 -7.00 0.331
H -11.45 0.80 -9.85 0.346
H -12.12 -1.49 -9.33 0.356
H -12.45 -3.11 -6.67 0.317
H -13.63 -2.90 -7.95 0.352
H -14.06 -2.45 -6.30 0.365
H -13.34 -0.27 -5.44 0.369
H -12.60 2.03 -5.94 0.495
O -18.95 5.83 -7.85 -0.539
C -18.28 4.69 -7.94 0.912
C -16.93 4.51 -7.63 -0.548
C -16.36 3.28 -7.86 -0.449
N -17.01 2.23 -8.36 -0.070
C -18.32 2.40 -8.60 -0.161
Br -19.31 0.97 -9.32 -0.054
C -18.99 3.57 -8.41 -0.486
H -18.43 6.56 -7.47 0.326
H -16.32 5.34 -7.27 0.375
H -15.33 3.13 -7.64 0.392
H -20.03 3.66 -8.70 0.461
C -17.81 4.69 -11.67 -0.626
C -16.52 4.57 -11.21 -0.408
C -15.88 3.34 -11.30 -0.408
C -16.52 2.20 -11.80 0.618
C -17.83 2.35 -12.28 -0.518
C -18.46 3.59 -12.23 -0.608
P -15.59 0.63 -11.77 0.319
C -15.25 0.25 -13.49 0.573
C -14.74 -1.03 -13.81 -0.367
C -14.63 -1.42 -15.13 -0.676
C -14.99 -0.55 -16.14 -0.476
C -15.43 0.73 -15.86 -0.766
C -15.54 1.14 -14.53 -0.501
C -16.63 -0.73 -11.11 0.733
C -17.52 -1.49 -11.82 -0.295
C -18.28 -2.45 -11.14 -0.624
C -18.14 -2.63 -9.78 -0.732
C -17.21 -1.87 -9.07 -0.565
C -16.45 -0.91 -9.73 -0.518
H -18.33 5.65 -11.65 0.428
H -15.96 5.42 -10.82 0.461
H -14.85 3.21 -10.97 0.295
H -18.35 1.52 -12.71 0.471
H -19.47 3.67 -12.63 0.417
H -14.49 -1.73 -13.00 0.400
H -14.22 -2.40 -15.40 0.380
H -14.87 -0.86 -17.16 0.404
H -15.70 1.39 -16.67 0.401
H -15.93 2.11 -14.31 0.441
H -17.63 -1.39 -12.89 0.478
H -18.95 -3.10 -11.71 0.410
H -18.78 -3.38 -9.26 0.374
H -17.11 -2.05 -8.01 0.462